(A)
The molecule C12H13N2P. Source: the Open Molecules 2025 dataset; level of theory: ωB97M-V/def2-TZVPD.

Output
E_HOMO ... -8.12 eV
2S+1 ... 1
Kohn-Sham gap ... 0.295 Ha
SMILES ... C=C(C#N)/C(=N\P(C)C)c1ccccc1

CARTESIAN COORDINATES (ANGSTROEM)
C  -1.85529  -1.56230  1.61669
C  -1.22101  -1.45826  0.41543
C  -1.38907  -2.29858  -0.65696
N  -1.57627  -2.96141  -1.54924
C  -0.19563  -0.36501  0.30740
N  -0.53098  0.82277  0.50760
P  -2.05027  1.64533  0.79519
C  -2.63690  1.93905  -0.89260
C  -1.35333  3.25772  1.26665
C  1.14575  -0.69880  -0.09364
C  2.03415  0.19304  -0.82275
C  3.26174  -0.22507  -1.25558
C  3.63192  -1.56059  -1.05431
C  2.85359  -2.37529  -0.29647
C  1.60039  -1.99177  0.10694
H  -2.59497  -2.41304  1.66173
H  -1.72112  -0.79450  2.50690
H  -1.98600  2.47596  -1.59624
H  -3.01872  0.92479  -1.29025
H  -3.43282  2.63558  -0.72784
H  -2.11414  3.87879  1.56304
H  -0.81276  3.26151  2.20246
H  -0.68171  3.82689  0.59204
H  1.78944  1.22764  -1.01428
H  3.90467  0.40497  -1.83138
H  4.70637  -1.85394  -1.22897
H  3.28781  -3.29251  0.01187
H  0.95517  -2.64294  0.75654



(B)
The molecule C12H13N2P. Source: the Open Molecules 2025 dataset; level of theory: ωB97M-V/def2-TZVPD.

Output
E_HOMO ... -8.26 eV
2S+1 ... 1
Kohn-Sham gap ... 0.335 Ha
SMILES ... Nc1ccccc1P(N)c1ccccc1

CARTESIAN COORDINATES (ANGSTROEM)
N  -1.96458  2.64354  -1.49307
C  -1.52459  1.99737  -0.31536
C  -2.48056  2.02720  0.67534
C  -2.10825  1.82474  1.98243
C  -0.90243  1.28828  2.19751
C  -0.00599  0.94981  1.23731
C  -0.29376  1.34042  -0.10064
P  1.18695  0.75663  -1.21017
N  2.50700  1.23877  -0.24894
C  0.97413  -0.96668  -0.79022
C  2.14461  -1.74984  -0.98386
C  2.10312  -3.16143  -0.82160
C  0.96015  -3.77521  -0.36751
C  -0.20743  -3.04695  -0.18194
C  -0.23289  -1.66790  -0.48668
H  -2.75051  2.19724  -1.96894
H  -1.29770  2.81450  -2.16611
H  -3.34004  2.52389  0.26577
H  -2.76912  1.95669  2.78365
H  -0.55622  0.91977  3.25806
H  0.79765  0.46189  1.64438
H  2.05043  1.79817  0.51324
H  2.99322  1.90365  -0.74494
H  3.14647  -1.21974  -1.27811
H  3.02559  -3.64473  -0.71451
H  0.91076  -4.78701  -0.29038
H  -1.15340  -3.55314  -0.10709
H  -1.21262  -1.06993  -0.28760



Taking the most stable structure as the zero point, the relative energies in kJ/mol are (A) 55.7; (B) 0.0.



(A)
A cluster of 2 separate species, BrIO2S2 in total. Source: the Open Molecules 2025 dataset; level of theory: ωB97M-V/def2-TZVPD.

Output
E_HOMO (spin up / spin down) ... -9.82 / -8.74 eV
2S+1 ... 1
Kohn-Sham gap (spin up / spin down) ... 0.311 / 0.235 Ha

CARTESIAN COORDINATES (ANGSTROEM)
O  0.54135  2.32608  0.35584
O  0.15837  -0.65267  1.10131
S  -0.10109  1.33767  -0.48669
S  0.32244  -2.07901  1.51904
Br  -0.51261  -3.57213  -0.01644
I  -0.40846  2.64006  -2.47306



(B)
The molecule BrIO2S2. Source: the Open Molecules 2025 dataset; level of theory: ωB97M-V/def2-TZVPD.

Output
E_HOMO ... -9.48 eV
2S+1 ... 1
Kohn-Sham gap ... 0.258 Ha

CARTESIAN COORDINATES (ANGSTROEM)
O  0.46179  1.28577  0.64042
O  -0.60438  -0.37626  -0.72834
S  0.81707  0.25958  -0.27952
S  -1.55582  -1.46261  -0.06422
Br  1.53956  -1.64561  0.74644
I  -2.06110  -0.48189  2.50787



Taking the most stable structure as the zero point, the relative energies in kJ/mol are (A) 8.6; (B) 0.0.



(A)
A structure of composition C19H36AsMnNO6P2. Source: the Open Molecules 2025 dataset; level of theory: ωB97M-V/def2-TZVPD.

Output
E_HOMO (spin up / spin down) ... -5.51 / -7.11 eV
2S+1 ... 2
Kohn-Sham gap (spin up / spin down) ... 0.215 / 0.273 Ha
Expectation value of S² ... 0.951

CARTESIAN COORDINATES (ANGSTROEM)
Mn  0.07191  0.05033  0.19411
O  -2.04913  0.20964  3.75092
C  -1.58252  0.08924  2.47854
O  -0.33517  -0.00126  2.27541
C  -2.51756  0.01024  1.42769
C  -3.94019  0.05188  1.42836
C  -4.58889  -0.00864  0.22182
C  -3.87758  -0.11159  -1.00433
C  -2.50122  -0.15297  -0.93423
N  -1.87561  -0.09633  0.23049
C  -1.52295  -0.23288  -2.10884
O  -1.96007  -0.40397  -3.23527
O  -0.28334  -0.11768  -1.76387
H  -1.26721  0.26836  4.31524
H  -4.48346  0.14589  2.35887
H  -5.67124  0.03297  0.20296
H  -4.36810  -0.15162  -1.96569
C  2.77977  -2.08966  -0.58348
P  2.26794  -0.38213  -0.23202
C  3.01427  0.51033  -1.63128
C  3.23654  0.10324  1.23374
C  3.03919  1.60076  1.37353
P  1.20720  2.08686  0.96457
C  1.66596  3.61867  0.08422
C  0.81883  2.64087  2.65926
H  2.26063  -2.43873  -1.47642
H  2.48630  -2.72779  0.24638
H  3.85853  -2.14540  -0.74090
H  4.08931  0.33094  -1.70031
H  2.83527  1.58091  -1.55673
H  2.52484  0.16153  -2.54147
H  4.28467  -0.19707  1.15190
H  2.79360  -0.43332  2.07818
H  3.69165  2.11462  0.66228
H  3.30174  1.96539  2.36935
H  2.57276  4.03563  0.52323
H  0.86019  4.34360  0.16719
H  1.84303  3.42977  -0.97524
H  -0.18914  3.03957  2.72695
H  1.53576  3.41193  2.94878
H  0.91397  1.79831  3.33976
C  -1.31335  -3.14014  2.78674
As  -0.89348  -3.16853  0.91717
C  -2.54204  -3.23064  -0.05149
C  -0.02646  -4.84427  0.59750
O  0.16307  -1.98170  0.43746
H  -1.69187  -4.11924  3.07997
H  -2.06203  -2.37710  2.98984
H  -0.40260  -2.90732  3.33490
H  -2.98007  -4.22083  0.07643
H  -2.33417  -3.04722  -1.10470
H  -3.22379  -2.46796  0.31964
H  -0.65243  -5.66441  0.94598
H  0.92610  -4.85373  1.12379
H  0.15478  -4.94337  -0.47114
C  -1.94145  3.90350  0.97055
C  -1.56544  2.90169  -0.10509
C  -1.34233  3.54156  -1.46693
O  -0.43792  2.09631  0.27213
H  -2.85212  4.42889  0.67670
H  -1.16173  4.65444  1.12488
H  -2.13981  3.40139  1.91908
H  -2.40349  2.21362  -0.21463
H  -0.57404  4.31570  -1.43991
H  -2.26685  4.00418  -1.81910
H  -1.04289  2.78034  -2.18899



(B)
A structure of composition C19H36AsMnNO6P2. Source: the Open Molecules 2025 dataset; level of theory: ωB97M-V/def2-TZVPD.

Output
E_HOMO (spin up / spin down) ... -7.12 / -6.74 eV
2S+1 ... 2
Kohn-Sham gap (spin up / spin down) ... 0.265 / 0.250 Ha
Expectation value of S² ... 0.795

CARTESIAN COORDINATES (ANGSTROEM)
Mn  -0.10221  -0.00023  -0.34275
O  2.63026  -1.32600  3.16908
C  1.96309  -0.88961  2.08893
O  1.60619  0.23860  1.91823
C  1.81923  -1.96995  1.04397
C  2.34951  -3.22568  1.16278
C  2.30677  -4.06324  0.04095
C  1.83434  -3.56337  -1.14968
C  1.31910  -2.27082  -1.16420
N  1.23292  -1.55412  -0.05207
C  0.99405  -1.47688  -2.43521
O  1.18549  -2.03126  -3.50882
O  0.65458  -0.28045  -2.17347
H  2.69938  -0.56447  3.76581
H  2.80012  -3.53557  2.09542
H  2.69713  -5.07201  0.09706
H  1.88397  -4.11762  -2.07756
C  -0.89239  2.66903  -2.45009
P  -0.36738  2.30685  -0.74258
C  -1.58979  3.21255  0.25658
C  1.08452  3.41078  -0.56755
C  2.27095  3.02263  -1.44675
P  3.09837  1.43031  -0.96011
C  3.90214  1.03266  -2.56165
C  4.54321  2.15086  -0.06213
H  -0.22173  2.15283  -3.13830
H  -0.90393  3.74137  -2.66157
H  -1.88934  2.25239  -2.60019
H  -1.58221  4.27737  0.01705
H  -1.37348  3.07362  1.31673
H  -2.58157  2.80524  0.05865
H  1.37883  3.41644  0.48774
H  0.73003  4.41503  -0.81759
H  3.02544  3.81372  -1.40256
H  1.95224  2.94094  -2.48921
H  4.40550  1.90048  -2.99787
H  3.14659  0.65632  -3.25479
H  4.63583  0.23961  -2.40835
H  5.10678  2.85891  -0.67704
H  5.21079  1.34411  0.24722
H  4.19676  2.65791  0.84201
C  -2.62825  -2.92314  0.57292
As  -3.03220  -1.52180  -0.66490
C  -4.20428  -0.15976  -0.02706
C  -4.08356  -2.43736  -1.98411
O  -1.71635  -0.87342  -1.45228
H  -3.42936  -3.06319  1.29811
H  -1.70979  -2.64427  1.06991
H  -2.49986  -3.82901  -0.01784
H  -4.98026  -0.54285  0.63286
H  -4.65258  0.27872  -0.91750
H  -3.58165  0.56345  0.48742
H  -4.94713  -2.91834  -1.52341
H  -3.45170  -3.18568  -2.45816
H  -4.41261  -1.72270  -2.73580
C  -2.56044  0.74017  3.04488
C  -1.25068  0.13683  2.54309
C  -0.94142  -1.10107  3.39511
O  -1.31814  -0.14502  1.17709
H  -2.54357  0.87290  4.13155
H  -3.38785  0.06895  2.80092
H  -2.75474  1.71271  2.58527
H  -0.46354  0.88010  2.73286
H  -1.83675  -1.71920  3.51087
H  -0.60125  -0.81693  4.39566
H  -0.17210  -1.72943  2.93641



Taking the most stable structure as the zero point, the relative energies in kJ/mol are (A) 51.8; (B) 0.0.



(A)
A structure of composition C2H4O3S2. Source: the Open Molecules 2025 dataset; level of theory: ωB97M-V/def2-TZVPD.

Output
E_HOMO ... -10.22 eV
2S+1 ... 1
Kohn-Sham gap ... 0.366 Ha

CARTESIAN COORDINATES (ANGSTROEM)
C  0.90243  -0.27292  0.75176
C  -0.13207  0.15784  -0.25097
O  4.21699  0.26022  0.47850
O  2.76255  0.92708  -1.30477
O  1.79396  0.70123  0.97894
S  2.03967  -1.57654  -0.15144
S  2.94631  0.23716  -0.10728
H  0.58495  -0.83883  1.61296
H  -0.53926  1.01542  0.16788
H  -0.91568  -0.53637  -0.47867
H  0.47787  0.63685  -1.03276



(B)
A structure of composition C2H4O3S2. Source: the Open Molecules 2025 dataset; level of theory: ωB97M-V/def2-TZVPD.

Output
E_HOMO (spin up / spin down) ... -8.40 / -8.40 eV
2S+1 ... 1
Kohn-Sham gap (spin up / spin down) ... 0.245 / 0.245 Ha

CARTESIAN COORDINATES (ANGSTROEM)
C  -2.01371  0.38590  -0.01033
C  1.86888  -0.28353  -0.51928
O  -0.05376  -2.29441  -0.19313
O  0.07448  -0.32809  1.27720
O  -1.17655  0.15787  -0.90855
S  1.89491  1.36690  -0.18458
S  0.29372  -0.89505  -0.04340
H  -2.15769  -0.45749  0.74846
H  -2.24088  1.43974  0.34949
H  1.85622  -0.34176  -1.62119
H  1.65438  1.24992  1.10532



Taking the most stable structure as the zero point, the relative energies in kJ/mol are (A) 0.0; (B) 308.2.